ORCA calculation (the ωB97M-V functional and the def2-TZVPD basis) on C22H26BN10OTl as an isolated structure.

Last column: Mulliken spin population.
Geometry (Å):
1 Tl -5.78286 16.99058 1.53099  -0.001
2 C -6.48060 14.31450 4.82868  0.006
3 C -6.28311 15.79062 5.14696  0.305
4 C -6.09353 16.22771 6.58319  0.231
5 C -6.08402 17.55472 6.43308  -0.101
6 N -6.21007 17.88658 5.05573  0.550
7 N -6.34536 16.75231 4.36858  -0.081
8 B -6.53014 19.42459 4.54650  0.001
9 N -5.05118 20.11604 4.44624  -0.105
10 C -4.97837 21.41660 3.97521  -0.291
11 C -3.66573 21.77217 4.25585  -0.008
12 C -2.97450 20.75547 4.84974  -0.123
13 C -1.51027 20.60243 5.20852  -0.013
14 N -3.93237 19.72007 4.85931  -0.325
15 N -7.22772 19.65695 3.23627  0.002
16 C -7.95310 20.78011 3.00821  -0.001
17 C -7.81995 21.10820 1.66804  0.001
18 C -6.82018 20.27248 1.17176  0.002
19 C -5.93085 20.35672 -0.05531  0.000
20 N -6.45104 19.42289 2.13691  -0.011
21 N -7.16043 20.11465 5.67725  0.034
22 C -8.36424 20.14417 6.43068  -0.011
23 C -8.29154 21.17409 7.35421  -0.005
24 C -7.05632 21.77223 7.12891  0.001
25 C -6.61975 22.98937 7.79851  0.002
26 N -6.34865 21.17266 6.20097  -0.074
27 H -5.57079 13.72390 4.71097  0.032
28 H -7.09165 13.85098 5.63894  0.010
29 H -7.03668 14.13174 3.89932  0.007
30 H -6.02100 15.44639 7.36029  -0.007
31 H -6.03059 18.32043 7.20034  0.002
32 H -5.81653 21.91266 3.42259  0.002
33 H -3.28985 22.75160 4.02161  -0.001
34 H -1.08418 20.98742 4.29878  -0.019
35 H -1.20886 21.40940 5.93452  -0.017
36 H -1.51181 19.59762 5.58812  0.003
37 H -8.58683 21.22284 3.80989  0.000
38 H -8.26698 22.00197 1.18081  0.000
39 H -5.40820 21.32559 -0.04844  0.000
40 H -5.21032 19.59407 0.07767  0.000
41 H -6.40370 20.15060 -1.03345  0.000
42 H -9.07246 19.32161 6.31753  -0.001
43 H -8.90616 21.41258 8.18366  -0.001
44 H -7.46775 23.36278 8.43136  0.000
45 H -5.62147 22.86307 8.24272  0.002
46 H -6.44630 23.67751 6.99357  0.001
47 N -6.28529 6.85045 4.68645  -0.006
48 C -4.88843 7.22618 4.87471  0.016
49 O -4.78193 8.51104 4.70107  0.076
50 C -3.77001 6.30088 5.04490  0.184
51 C -2.79349 6.62859 6.12941  -0.085
52 C -1.64546 5.83973 6.10363  0.252
53 C -1.45410 4.59943 5.32103  0.235
54 N -2.39464 4.37658 4.35547  0.026
55 C -3.43245 5.16314 4.37478  0.243
56 H -6.92018 7.39960 4.23890  0.001
57 H -6.59465 5.98052 4.24978  -0.001
58 H -2.98357 7.67473 6.44881  0.005
59 H -0.73362 6.04610 6.49015  0.031
60 H -0.76053 3.90481 5.39605  0.003
61 H -4.12261 4.87522 3.49062  0.020

Forces on the atoms, in the same order (eV/Å):
Tl -0.0414 0.0851 -0.0890
C -0.9440 0.4366 -0.1622
C 0.1257 -5.5653 3.4755
C -0.1250 -1.1019 -1.5074
C 0.2634 1.3457 0.7857
N -0.5156 -0.0875 1.7581
N -0.2707 3.2122 -4.4009
B 1.3454 -0.0301 0.4185
N -1.4597 -0.7947 -0.8539
C 0.5921 0.7616 -0.0366
C -0.0172 2.8943 -0.8390
C -1.3520 0.3005 -0.8745
C -2.8237 1.8400 0.6357
N 0.7969 -2.5350 1.8608
N 1.0342 -0.0084 0.1736
C -1.7312 0.1605 -0.2564
C -0.5620 1.8666 0.4570
C 0.8916 -0.2315 0.0420
C -1.1910 0.3520 -0.0017
N -0.0611 -0.8701 -0.6759
N -0.9196 2.3605 3.1031
C 1.1436 -0.5883 -0.4273
C 0.0054 -1.9275 -1.3873
C 0.3226 -0.4365 -0.2870
C 0.0974 0.5928 0.3642
N -0.8197 -0.8351 -0.7858
H 0.3173 0.3114 0.3616
H 0.5956 0.3814 -0.4002
H 0.1053 0.4406 0.1374
H -0.0165 1.2480 -0.1179
H 0.0910 0.0469 -0.4310
H 1.0558 -0.4901 0.8000
H 0.2129 0.1401 -0.0071
H 1.1783 -1.0051 -0.5416
H -0.4492 -1.1040 -0.2145
H 1.4568 -0.4200 -0.1564
H 0.6492 -0.4129 -0.8904
H 0.3502 -1.0306 0.3867
H -0.2962 -0.3279 -0.2462
H 1.1019 -0.7230 0.0234
H -0.0713 0.4850 0.5937
H 0.0369 0.5145 -0.0643
H -0.8258 0.0623 0.2110
H 1.3634 -0.1884 -0.2085
H -0.6288 0.1236 0.5183
H -0.0399 0.8818 -0.2545
N 4.1451 -4.0566 1.2098
C -5.9902 5.7391 -3.6672
O 1.8432 -5.0207 1.7035
C 2.9309 2.1305 5.3155
C -1.3743 0.0751 -3.5441
C -1.8928 -1.5666 -0.8180
C -6.7783 3.8913 -1.4822
N 2.0786 -0.0641 2.0875
C -2.4607 -2.2012 -5.7925
H -1.1837 3.6911 -0.9536
H 1.0948 -0.8494 0.9873
H 0.8008 -0.9764 0.7664
H 2.5072 1.6081 1.8633
H 3.8461 -2.7062 0.5761
H 0.4617 0.1759 1.7593

Properties
Molecular weight (g mol⁻¹): 661.7
HOMO level (alpha / beta) (eV): -15.883 / -15.859
Multiplicity: 2
Orbital gap (alpha / beta) (eV): 6.238 / 4.055
Charge: +3
Energy above the lowest of the compared OMol25 structures with the same formula, charge and spin (kJ/mol): 523.4
Expectation value of S²: 1.804

ORCA calculation (the ωB97M-V functional and the def2-TZVPD basis) on C22H26BaClORhSi as an isolated structure.

Last column: Mulliken spin population.
Geometry (Å):
1 Rh 0.87678 0.82818 -0.57862  0.685
2 Cl 2.92213 1.26152 0.44299  0.014
3 C 1.50675 1.83956 -2.13664  -0.051
4 H 1.25862 2.85860 -1.80720  0.018
5 H 0.91944 1.63661 -3.03990  0.014
6 H 2.59309 1.78844 -2.33299  0.029
7 Ba -1.33888 -1.39624 0.22285  2.572
8 C -0.64211 -3.87172 1.39856  0.023
9 C 1.08668 -1.39213 -1.14226  0.506
10 C -0.99740 1.34295 -1.40140  0.926
11 H 0.72690 -1.08706 -2.14177  -0.016
12 H 2.17245 -1.15665 -0.93601  -0.011
13 H 0.97431 -2.51447 -1.12071  -0.013
14 H -1.58324 -4.46662 1.49797  -0.001
15 H -0.00488 -4.27799 0.57412  -0.013
16 H -0.09218 -3.84187 2.36667  -0.018
17 H -1.04010 1.83848 -2.39530  -0.019
18 H -1.91346 1.40415 -0.77022  0.165
19 O 0.08367 0.25362 1.29530  -1.033
20 Si -0.08758 1.53633 2.31312  0.078
21 C 1.33926 1.84082 3.47031  -0.105
22 C 1.41327 3.04857 4.16755  0.039
23 C 2.40888 3.22434 5.12992  -0.067
24 C 3.34419 2.22869 5.38303  0.033
25 C 3.25492 1.02316 4.69100  -0.009
26 C 2.27016 0.82800 3.72285  0.022
27 C -0.46820 3.16189 1.48346  -0.102
28 C 0.55560 4.01010 1.04847  0.026
29 C 0.25190 5.19084 0.37459  -0.013
30 C -1.07108 5.54812 0.13282  -0.018
31 C -2.09040 4.72990 0.60941  0.112
32 C -1.79680 3.49737 1.19941  0.211
33 C -1.51747 1.00216 3.37496  -0.013
34 C -2.22936 2.00649 4.04045  0.161
35 C -3.36340 1.69176 4.80565  -0.016
36 C -3.82801 0.37285 4.84295  0.165
37 C -3.11455 -0.63087 4.16925  -0.338
38 C -1.92218 -0.33645 3.49226  0.340
39 H 0.67475 3.82905 3.95894  0.005
40 H 2.44029 4.17826 5.63716  -0.011
41 H 4.07541 2.37308 6.17366  -0.011
42 H 3.97690 0.23891 4.88172  0.003
43 H 2.23966 -0.09702 3.14181  0.028
44 H 1.60148 3.73464 1.20317  -0.008
45 H 1.07549 5.80048 0.02192  -0.004
46 H -1.30937 6.47041 -0.38797  -0.007
47 H -3.13368 5.01197 0.50248  0.035
48 H -2.61138 2.80265 1.44263  -0.107
49 H -1.89058 3.04246 3.93296  -0.012
50 H -3.90238 2.48280 5.33338  -0.086
51 H -4.72798 0.12589 5.41311  0.022
52 H -3.48518 -1.65754 4.15904  -0.113
53 H -1.30277 -1.16533 3.09707  -0.020

Forces on the atoms, in the same order (eV/Å):
Rh -1.7611 -0.5066 -0.5011
Cl 1.2562 0.1501 0.5504
C 0.3718 1.0816 -1.0700
H 0.1785 0.1376 -0.3196
H 0.2285 0.0004 0.0160
H -0.4234 -0.1375 0.2125
Ba -0.8695 -0.5809 -0.2690
C -0.2348 0.1739 0.0319
C 1.3530 -0.4482 -0.5290
C 0.5671 -0.5877 0.3853
H 0.5121 -0.0081 -0.0154
H -0.9980 -0.5239 -0.6497
H -0.1577 0.8965 0.4704
H 0.6694 0.1057 -0.0142
H -0.2942 -0.0182 0.6309
H -0.1892 -0.2770 -0.5448
H -0.3224 -0.2637 0.7504
H 0.3810 0.1499 -0.5459
O -0.1110 1.5704 1.3685
Si 0.5531 -1.7455 -0.8518
C 0.0146 -0.0263 -0.1077
C 0.2882 -0.5249 0.1994
C -0.2615 0.3849 -0.3742
C -0.4937 -0.0715 0.1457
C 0.0110 -0.0210 -0.2499
C 0.2168 0.2246 0.3158
C -0.2902 -0.1467 -0.2660
C -0.1140 0.2575 0.0273
C 0.1480 -0.2961 -0.1153
C -0.0002 -0.0198 0.5015
C -0.1925 -0.4567 -0.1716
C 0.1070 0.5530 0.0581
C -0.2362 0.3585 0.3469
C -0.5894 -0.4521 0.3449
C 0.1720 0.0152 -0.2392
C 0.3861 0.0118 -0.1682
C 0.1297 0.0141 0.1238
C -0.4323 0.0980 0.2732
H 0.3395 -0.1336 0.1489
H 0.1651 0.0123 0.2443
H 0.0740 -0.0346 -0.1967
H 0.0263 -0.0324 0.0296
H -0.0430 0.3105 0.1856
H -0.2930 0.0196 0.0346
H -0.0918 0.1067 -0.0786
H 0.0264 -0.0388 0.0614
H 0.0890 0.0175 -0.2396
H 0.3330 0.3929 0.0429
H -0.2390 -0.3079 0.1727
H 0.1222 -0.2438 -0.1292
H 0.2547 0.0499 -0.2824
H 0.1190 0.2528 0.1581
H -0.4550 0.5577 0.0985

Properties
Molecular weight (g mol⁻¹): 610.2
HOMO level (alpha / beta) (eV): 2.314 / -1.083
Multiplicity: 5
Orbital gap (alpha / beta) (eV): 1.829 / 5.585
Charge: -2
Energy above the lowest of the compared OMol25 structures with the same formula, charge and spin (kJ/mol): 0.0
Expectation value of S²: 6.014

ORCA calculation (the ωB97M-V functional and the def2-TZVPD basis) on C22H26BaN2O13 as an isolated structure.

Last column: Löwdin charge in e.
Geometry (Å):
1 Ba -1.03573 -0.14472 -0.17987  2.120
2 O -1.83029 3.86122 1.28075  0.013
3 C -1.82552 3.13596 0.28678  -0.657
4 O -2.46431 2.03629 0.13781  -0.243
5 C -0.99996 3.62194 -0.93123  -0.112
6 C -1.34583 2.89327 -2.23039  -0.274
7 C -0.76121 3.63427 -3.44458  -0.101
8 C 0.73483 3.23566 -3.36093  -0.102
9 C 0.74678 2.42371 -2.06357  -0.254
10 O -0.50928 1.72389 -2.16293  -0.202
11 C 0.54581 3.36862 -0.85413  -0.100
12 C 1.09506 2.73392 0.43337  -0.643
13 O 2.01391 3.31288 1.02854  -0.010
14 O 0.59246 1.61101 0.74819  -0.238
15 H -1.18920 4.69368 -1.01122  0.143
16 H -2.38567 2.58970 -2.31046  0.151
17 H -0.92304 4.71100 -3.37236  0.106
18 H -1.21512 3.28063 -4.37106  0.104
19 H 1.40978 4.09083 -3.31820  0.108
20 H 1.02361 2.59594 -4.19457  0.107
21 H 1.54918 1.69650 -1.97031  0.158
22 H 1.09379 4.29765 -1.00830  0.139
23 O 1.76249 -0.47005 -4.01094  0.034
24 C 2.38996 -1.50386 -3.96298  -0.250
25 C 2.51505 -2.45250 -2.85805  -0.116
26 C 3.38656 -3.50965 -3.06554  0.018
27 C 3.63233 -4.44728 -2.07966  -0.190
28 C 2.99466 -4.33340 -0.82249  -0.013
29 C 2.12833 -3.31481 -0.58788  0.008
30 C 1.81440 -2.31879 -1.59286  -0.375
31 O 0.99511 -1.40935 -1.35116  -0.198
32 N 4.54204 -5.51927 -2.33005  -0.384
33 O 5.08211 -5.60052 -3.43215  0.007
34 O 4.75102 -6.33589 -1.43621  0.013
35 H 2.98566 -1.82025 -4.85322  0.109
36 H 3.89650 -3.60418 -4.01656  0.113
37 H 3.21188 -5.06805 -0.05988  0.109
38 H 1.63321 -3.19969 0.36928  0.101
39 C -5.15079 -0.13726 2.47936  -0.028
40 C -3.88233 -0.90893 2.14837  -0.537
41 C -3.53311 -1.90205 3.24952  -0.023
42 O -2.77567 -0.00084 2.08846  -0.151
43 C -4.06820 -1.73279 0.82976  -0.665
44 O -5.13828 -2.34468 0.72127  -0.018
45 O -3.09164 -1.73249 0.02581  -0.247
46 H -5.03653 0.37214 3.43984  0.081
47 H -5.99815 -0.81912 2.51288  0.078
48 H -5.34739 0.61317 1.70965  0.092
49 H -3.43447 -1.38101 4.20595  0.081
50 H -2.58572 -2.39261 3.01599  0.087
51 H -4.31299 -2.65968 3.32353  0.086
52 H -3.02527 0.82730 1.63228  0.051
53 C 0.83761 1.38080 3.84301  -0.042
54 N 1.20588 0.12330 3.22204  -0.181
55 C 2.52484 0.06476 2.62266  -0.033
56 C 0.27205 -0.78646 2.91692  -0.383
57 O 0.44193 -1.78292 2.21629  -0.056
58 H 1.42901 1.54353 4.74958  0.080
59 H -0.22018 1.36332 4.10308  0.091
60 H 1.01047 2.19669 3.13933  0.078
61 H 3.28949 0.03460 3.40531  0.083
62 H 2.66848 0.94843 1.99862  0.078
63 H 2.59216 -0.83263 2.01272  0.083
64 H -0.71254 -0.55090 3.34684  0.119

Forces on the atoms, in the same order (eV/Å):
Ba 0.2046 -0.5440 0.0457
O 0.0007 0.0061 -0.0001
C -0.0203 0.0024 0.0232
O -0.0395 0.0423 0.0603
C -0.0073 -0.0018 0.0018
C 0.0003 0.0063 0.0040
C -0.0014 0.0061 -0.0005
C 0.0037 -0.0091 -0.0015
C -0.0090 0.0046 0.0015
O -0.0601 0.0455 -0.0062
C 0.0120 -0.0004 0.0045
C -0.0124 0.0109 0.0407
O -0.0026 -0.0004 0.0044
O -0.0168 0.0451 -0.0349
H 0.0037 0.0009 0.0015
H 0.0010 0.0029 0.0007
H 0.0012 0.0012 -0.0001
H 0.0007 0.0000 0.0016
H 0.0024 0.0006 0.0018
H -0.0021 0.0051 -0.0049
H 0.0032 -0.0012 0.0077
H -0.0012 0.0013 -0.0052
O -0.0015 0.0058 0.0053
C -0.0007 0.0040 -0.0096
C 0.0124 0.0107 0.0043
C 0.0004 0.0027 0.0008
C 0.0139 0.0115 0.0075
C -0.0003 0.0008 0.0030
C -0.0046 -0.0078 -0.0035
C 0.0566 0.0334 0.0756
O -0.0508 0.0063 -0.1116
N -0.0601 -0.0455 -0.0279
O 0.0228 0.0148 0.0059
O 0.0204 0.0156 0.0109
H 0.0021 -0.0029 0.0004
H -0.0004 0.0012 -0.0011
H -0.0003 -0.0010 -0.0020
H -0.0054 -0.0005 -0.0012
C -0.0041 -0.0003 -0.0008
C 0.0181 0.0119 0.0082
C -0.0057 -0.0030 0.0003
O -0.0077 0.0475 -0.0588
C -0.0071 0.0305 -0.0006
O 0.0059 -0.0172 0.0120
O -0.0710 0.0922 -0.0261
H -0.0006 0.0025 0.0000
H -0.0001 -0.0001 0.0014
H 0.0017 0.0021 0.0016
H 0.0011 0.0014 0.0000
H 0.0018 0.0012 -0.0005
H 0.0008 0.0004 0.0006
H 0.0291 0.0510 -0.0334
C 0.0001 0.0025 0.0050
N 0.0120 -0.0280 0.0221
C -0.0050 0.0003 -0.0036
C 0.0290 0.0522 0.0173
O -0.0750 0.0798 -0.0505
H 0.0010 -0.0023 0.0015
H 0.0015 -0.0003 0.0002
H 0.0024 0.0003 -0.0006
H 0.0011 0.0025 -0.0021
H -0.0014 0.0000 -0.0008
H 0.0043 -0.0002 0.0003
H 0.0025 -0.0001 0.0045

Properties
Molecular weight (g mol⁻¹): 663.8
HOMO level (eV): -3.422
Orbital gap (eV): 7.694
Charge: -2
Energy above the lowest of the compared OMol25 structures with the same formula, charge and spin (kJ/mol): 0.0